1.
Entry from the OMol25 dataset: a molecular structure, C29H29N2O3PRuS2 (ωB97M-V/def2-TZVPD).

Output
* total charge: +2
* 2S+1: 1
* orbital gap (spin up / spin down): 6.3 / 6.3 eV

Last column: natural (NBO) charge in e.
Atoms and positions in Å:
Ru -0.15680 0.57990 0.18340  0.5659
O 0.62040 -1.60400 0.91020  -0.9249
S 2.01840 -1.12870 0.84400  2.4193
O 3.01270 -2.03080 0.39340  -0.8650
O 1.97840 0.16850 0.07880  -0.9577
C 2.39580 -0.56420 2.49580  -0.3352
C 3.67280 -0.68870 3.00370  -0.1786
C 3.92560 -0.26540 4.30240  -0.1641
C 2.90760 0.30980 5.04770  -0.1915
C 1.63710 0.46980 4.51610  -0.1134
C 1.36380 0.01130 3.22530  -0.3961
P -0.32070 0.10880 2.52410  1.3373
C -1.02250 1.61240 3.27730  -0.4380
C -1.69890 1.61100 4.49440  -0.1305
C -2.13700 2.80670 5.03890  -0.2076
C -1.90840 4.00250 4.37600  -0.1578
C -1.25360 4.00660 3.15110  -0.2012
C -0.82380 2.81550 2.59930  -0.2109
C -1.22780 -1.28320 3.22750  -0.4528
C -2.62580 -1.25110 3.29250  -0.1298
C -3.31160 -2.29770 3.87970  -0.2199
C -2.61730 -3.38250 4.40000  -0.1448
C -1.23040 -3.41730 4.33100  -0.1937
C -0.53480 -2.37990 3.73900  -0.1541
H 4.44380 -1.12390 2.38740  0.2571
H 4.90970 -0.39340 4.72710  0.2469
H 3.10570 0.63400 6.05720  0.2447
H 0.85640 0.93390 5.10030  0.2312
H -1.87640 0.67860 5.00670  0.2252
H -2.65600 2.80130 5.98500  0.2408
H -2.24780 4.93060 4.80780  0.2405
H -1.07760 4.93480 2.63250  0.2331
H -0.32480 2.79450 1.62230  0.2071
H -3.17620 -0.40770 2.89980  0.2082
H -4.39100 -2.28110 3.92260  0.2384
H -3.15530 -4.20220 4.85250  0.2412
H -0.69010 -4.26120 4.73060  0.2406
H 0.54230 -2.41150 3.67340  0.2259
S 0.65050 2.65460 -1.07310  -0.0628
C 2.34370 2.64830 -0.70120  0.3882
N 3.21270 2.54610 -1.68260  -0.5315
C 4.65290 2.55290 -1.48160  -0.2290
C 4.99860 3.27870 -0.18570  -0.4267
C 4.12320 2.76440 0.95070  -0.2266
N 2.73150 2.85370 0.54920  -0.5459
H 2.87090 2.40000 -2.62350  0.4379
H 5.11080 3.06570 -2.32910  0.2402
H 5.01590 1.52010 -1.46730  0.2220
H 4.82960 4.34920 -0.30760  0.2287
H 6.04700 3.12540 0.06480  0.2550
H 4.26500 3.36340 1.85090  0.2367
H 4.36410 1.72240 1.18650  0.2087
H 2.02090 2.90400 1.26670  0.4287
C -2.22800 0.09430 0.19410  -0.4106
C -2.09010 0.64440 -1.12580  -0.0656
C -1.48610 -0.11490 -2.17180  -0.1314
C -1.46710 0.39150 -3.46110  -0.2192
C -1.99950 1.65200 -3.73030  -0.0507
C -2.52380 2.43990 -2.70260  -0.2111
C -2.56050 1.95820 -1.41540  -0.1210
H -2.27120 -0.99570 0.26980  0.2521
H -2.93050 0.61670 0.84570  0.2419
H -1.15280 -1.13290 -1.96710  0.2541
H -1.05610 -0.19700 -4.26850  0.2541
H -2.00650 2.02720 -4.74320  0.2499
H -2.89670 3.42950 -2.91990  0.2533
H -2.97910 2.54890 -0.61000  0.2445


2.
Entry from the OMol25 dataset: a molecular structure, C21H60HfN5O7 (ωB97M-V/def2-TZVPD).

Output
* total charge: +3
* 2S+1: 1
* orbital gap: 1.5 eV

Last column: Löwdin charge in e.
Atoms and positions in Å:
Hf -16.11011 16.37355 -2.46267  1.7925
C -19.63087 16.15228 -2.51527  -0.2043
O -18.29459 16.38987 -2.81605  -0.5782
H -19.78663 16.06239 -1.43477  0.0681
H -20.37266 16.92384 -2.76111  0.0716
H -20.03590 15.29958 -3.06661  0.0595
O -16.96353 15.39413 -0.43543  -0.2263
H -17.77882 15.60574 0.07971  0.0695
H -16.85550 14.43453 -0.33537  0.0926
C -17.86091 20.63923 -7.65464  -0.0207
C -17.93982 20.44850 -6.14580  -0.3968
C -18.73430 19.16111 -5.79334  -0.1921
O -20.09881 19.47192 -5.95792  -0.1821
C -20.94022 18.36534 -5.78726  -0.1033
N -16.62984 20.37864 -5.55277  0.1389
H -17.07125 20.01986 -8.08489  0.0928
H -17.42972 21.62724 -7.84537  0.0960
H -18.86077 20.62823 -8.08015  0.0987
H -18.46719 21.27663 -5.66642  0.1485
H -18.59209 18.97434 -4.71943  0.0980
H -18.35458 18.31730 -6.37738  0.1376
H -20.63747 17.54739 -6.45055  0.0990
H -21.96691 18.60984 -6.05646  0.1065
H -20.95665 17.98358 -4.75755  0.0597
H -16.31912 21.18925 -5.03297  0.1094
H -15.87049 20.08008 -6.15383  0.1033
C -18.77064 16.26559 3.66593  -0.0451
C -19.48439 16.85720 2.43960  -0.4472
C -20.25200 15.77050 1.68131  -0.1971
O -19.31555 14.80757 1.19352  -0.2213
C -19.96944 13.70687 0.60319  -0.1024
N -20.27354 17.98735 2.94316  0.0723
H -17.92486 15.67632 3.30351  0.0740
H -19.37401 15.53351 4.20553  0.0934
H -18.40276 17.06156 4.30661  0.0919
H -18.65476 17.20236 1.80959  0.1053
H -20.92011 16.16252 0.89847  0.1197
H -21.01308 15.31107 2.32401  0.1368
H -20.37721 13.95829 -0.38352  0.0745
H -20.79039 13.24036 1.15502  0.1070
H -19.22025 12.91402 0.54374  0.0967
H -20.86104 17.59204 3.67250  0.0945
H -20.86721 18.30085 2.17863  0.0656
C -19.33035 19.64539 -0.03194  -0.0454
C -18.68863 20.31428 -1.24090  -0.4255
C -19.47870 21.50739 -1.81687  -0.1658
O -20.82191 21.27641 -2.08473  -0.0957
C -21.10846 20.47281 -3.21068  -0.0483
N -17.33805 20.79342 -0.92444  0.0923
H -20.26947 19.15606 -0.30294  0.0852
H -19.49240 20.35294 0.78468  0.1053
H -18.67555 18.87198 0.37634  0.0600
H -18.63303 19.52842 -2.00360  0.1080
H -18.99193 21.79536 -2.75979  0.1351
H -19.32841 22.35726 -1.15008  0.1490
H -22.18258 20.31857 -3.18602  0.1144
H -20.57680 19.51553 -3.19692  0.0653
H -20.76611 21.04023 -4.08377  0.1094
H -17.42098 21.14137 0.03242  0.1003
H -16.75773 19.96993 -0.76789  0.0648
C -20.55631 10.96548 -4.33487  -0.0208
C -19.10591 11.49623 -4.26122  -0.3788
C -18.65959 12.20890 -5.53594  -0.2224
O -18.56799 11.24505 -6.55471  -0.1419
C -18.53940 11.89659 -7.82118  -0.0713
N -19.10581 12.45832 -3.16677  0.0986
H -21.20843 11.76734 -4.68809  0.0709
H -20.90139 10.57515 -3.37974  0.0853
H -20.61365 10.16176 -5.07500  0.1000
H -18.40680 10.68425 -4.05767  0.1592
H -17.67476 12.63824 -5.31840  0.1333
H -19.40570 12.98578 -5.74831  0.1285
H -19.50672 12.32166 -8.10914  0.0961
H -18.27046 11.11651 -8.52834  0.1042
H -17.82105 12.72102 -7.81231  0.0921
H -19.43949 12.00652 -2.32057  0.0884
H -19.71524 13.26019 -3.28804  0.0529
C -23.27132 14.58301 -4.38584  -0.0680
C -24.56428 14.20386 -3.68402  -0.3536
C -25.85752 14.20937 -4.56684  -0.1582
O -26.89000 13.60241 -3.87004  -0.1564
C -28.10476 13.38355 -4.54960  -0.0415
N -24.36706 12.78543 -3.30478  0.1249
H -23.16918 14.13229 -5.37329  0.0890
H -22.34703 14.55856 -3.80988  0.0568
H -23.28854 15.66626 -4.57421  0.0788
H -24.61840 14.74538 -2.74089  0.1500
H -25.75162 13.74804 -5.55673  0.1474
H -26.13922 15.26761 -4.71083  0.1639
H -28.88450 12.95082 -3.93281  0.1087
H -27.89538 12.59621 -5.29552  0.1100
H -28.40161 14.24716 -5.14795  0.1064
H -24.24589 12.25568 -4.16705  0.1009
H -25.23344 12.44518 -2.89158  0.1014


3.
Entry from the OMol25 dataset: 2 unconnected molecules or ions with the total composition C3H2FNO (ωB97M-V/def2-TZVPD).

Output
* SMILES string: O=C=CF.C#N
* 2S+1: 1
* orbital gap: 9.5 eV

Last column: natural (NBO) charge in e.
Atoms and positions in Å:
O 2.52628 2.63017 0.31270  -0.4054
C 1.75616 1.77587 0.32331  0.6341
C 0.84707 0.84157 0.38080  -0.1351
F 0.88083 -0.36402 -0.27738  -0.3198
H 0.14748 0.88439 1.23313  0.2314
C -1.66289 -0.40106 -0.56947  0.0675
N -2.01199 -1.04999 0.35817  -0.3106
H -1.32714 -0.14008 -1.54971  0.2380


4.
Entry from the OMol25 dataset: a gas-phase ion, C3H6N3O (charge +1) (ωB97M-V/def2-TZVPD).

Output
* SMILES string: [H]/N=[NH+]/C(=O)/C=N/C
* total charge: +1
* 2S+1: 1
* orbital gap (spin up / spin down): 7.5 / 7.3 eV

Last column: natural (NBO) charge in e.
Atoms and positions in Å:
H -1.36593 1.93753 0.82236  0.3745
N -0.62370 1.85655 0.12100  -0.1121
N 0.54369 2.22223 0.55073  -0.2652
C 1.77892 1.59884 0.07090  0.6098
O 2.81159 2.16148 -0.02173  -0.3651
C 1.52278 0.12970 -0.20438  0.0346
N 0.38378 -0.28034 -0.09875  -0.2286
C -0.52252 -1.36476 -0.22732  -0.4496
H 0.63298 2.70530 1.33430  0.4032
H 2.40997 -0.52285 -0.28253  0.2441
H -1.54740 -1.09389 -0.36255  0.2509
H -0.37840 -1.85563 0.79694  0.2627
H -0.04804 -2.15169 -1.00197  0.2409


In the order shown, the computed energy above the lowest of the compared OMol25 structures with the same formula, charge and spin values come out to 36.68; 0.00; 51.16; 99.52 kcal/mol.
In the order shown, the computed energy values come out to -73193.295; -45800.471; -9395.290; -9714.415 eV.